# 1
ORCA calculation (the ωB97M-V functional and the def2-TZVPD basis) on a molecular structure, C40H34O7S2.

The geometry in ORCA input format:
```
! wB97M-V def2-TZVPD RIJCOSX def2/J DEFGRID3
* xyz 0 1
O -2.41 0.72 0.55
S -2.57 -0.77 1.05
O -2.65 -0.84 2.75
C -2.44 0.47 3.37
C -3.78 1.45 3.36
C -3.22 2.95 2.91
S -4.60 4.26 3.03
O -1.17 -1.56 0.43
C 0.03 -1.20 1.20
C 1.27 -0.61 0.28
C 1.24 1.02 0.07
C 1.68 1.86 1.43
C 0.96 3.34 1.68
C 1.25 4.29 3.00
C 2.33 3.73 4.13
C 3.09 2.28 3.85
C 2.78 1.35 2.53
H -2.22 0.27 4.53
H -1.47 1.03 2.97
H -4.21 1.50 4.45
H -4.54 1.04 2.56
H -2.80 2.97 1.81
H -2.30 3.28 3.60
H -4.78 4.77 1.72
H 0.45 -2.22 1.67
H -0.15 -0.48 2.11
H 1.34 -1.18 -0.74
H 2.27 -0.86 0.89
H 0.11 1.31 -0.15
H 1.86 1.34 -0.89
H 0.18 3.76 0.89
H 0.70 5.33 3.15
H 2.52 4.39 5.09
H 3.85 1.93 4.70
H 3.33 0.32 2.38
C 7.44 0.89 -3.13
C 6.17 1.08 -2.58
C 5.80 0.40 -1.42
C 6.70 -0.48 -0.81
C 7.96 -0.70 -1.38
C 8.33 0.00 -2.53
C 8.90 -1.66 -0.77
O 10.00 -1.85 -1.26
C 8.48 -2.41 0.43
C 9.34 -3.37 0.98
C 8.95 -4.08 2.13
C 7.72 -3.81 2.73
C 6.87 -2.86 2.18
C 7.24 -2.16 1.02
C 6.31 -1.18 0.43
O 5.23 -0.95 0.96
H 7.73 1.42 -4.04
H 5.47 1.76 -3.06
H 4.82 0.56 -0.99
H 9.32 -0.15 -2.97
H 10.30 -3.58 0.52
H 9.62 -4.83 2.55
H 7.43 -4.36 3.63
H 5.91 -2.66 2.65
C -10.75 -0.64 -3.22
C -10.40 -0.33 -4.54
C -9.06 -0.27 -4.91
C -8.06 -0.51 -3.96
C -8.41 -0.79 -2.64
C -9.76 -0.86 -2.27
C -7.36 -0.99 -1.62
O -7.66 -1.24 -0.46
C -5.94 -0.87 -2.01
C -4.94 -1.00 -1.04
C -3.59 -0.91 -1.41
C -3.25 -0.70 -2.74
C -4.24 -0.56 -3.71
C -5.59 -0.64 -3.34
C -6.64 -0.46 -4.37
O -6.34 -0.27 -5.54
H -11.80 -0.69 -2.94
H -11.18 -0.14 -5.28
H -8.80 -0.04 -5.94
H -10.03 -1.09 -1.25
H -5.20 -1.17 0.00
H -2.82 -1.01 -0.65
H -2.20 -0.63 -3.03
H -3.96 -0.39 -4.75
*
```

Highest occupied orbital energy in Ha: -0.31147
LUMO level in eV: -1.25
Largest force on an atom in eV Å⁻¹: 5.35


# 2
ORCA calculation (the ωB97M-V functional and the def2-TZVPD basis) on a molecular structure, C40H34OOsP2S3.

The geometry in ORCA input format:
```
! wB97M-V def2-TZVPD RIJCOSX def2/J DEFGRID3
* xyz 2 5
Os -0.23 -0.48 -0.48
O 1.50 1.57 -2.44
S 0.22 1.46 -1.73
C 0.01 2.88 -0.68
C 0.63 4.06 -1.04
C 0.41 5.19 -0.27
C -0.44 5.13 0.83
C -1.03 3.94 1.20
C -0.79 2.78 0.46
P -1.46 1.17 0.96
C -3.25 1.37 0.90
C -3.78 1.96 -0.25
C -5.15 2.11 -0.38
C -6.00 1.67 0.62
C -5.47 1.09 1.77
C -4.10 0.94 1.92
C -0.88 0.81 2.63
C -1.31 -0.37 3.24
C -0.80 -0.75 4.47
C 0.18 0.02 5.08
C 0.64 1.18 4.47
C 0.11 1.57 3.25
C -1.14 1.60 -2.88
C -1.44 2.82 -3.48
C -2.47 2.88 -4.40
C -3.19 1.74 -4.72
C -2.88 0.52 -4.13
C -1.85 0.44 -3.20
P -1.33 -1.14 -2.46
C -2.80 -2.10 -2.12
C -3.94 -1.46 -1.61
C -5.04 -2.21 -1.23
C -5.00 -3.60 -1.33
C -3.87 -4.24 -1.82
C -2.77 -3.49 -2.21
C -0.32 -1.99 -3.67
C -0.91 -2.57 -4.80
C -0.11 -3.17 -5.76
C 1.27 -3.19 -5.59
C 1.86 -2.62 -4.47
C 1.07 -2.02 -3.51
H 1.29 4.08 -1.90
H 0.89 6.12 -0.53
H -0.62 6.02 1.41
H -1.67 3.89 2.07
H -3.12 2.32 -1.04
H -5.55 2.58 -1.27
H -7.07 1.79 0.52
H -6.13 0.76 2.56
H -3.71 0.51 2.83
H -2.05 -1.00 2.75
H -1.16 -1.65 4.95
H 0.58 -0.27 6.04
H 1.40 1.78 4.95
H 0.49 2.47 2.78
H -0.87 3.71 -3.23
H -2.71 3.82 -4.88
H -4.00 1.79 -5.44
H -3.45 -0.36 -4.38
H -3.97 -0.38 -1.53
H -5.92 -1.72 -0.84
H -5.86 -4.18 -1.03
H -3.85 -5.31 -1.91
H -1.88 -3.99 -2.60
H -1.98 -2.56 -4.93
H -0.56 -3.62 -6.63
H 1.89 -3.66 -6.34
H 2.93 -2.64 -4.35
H 1.53 -1.56 -2.64
C 3.02 -1.89 2.55
C 1.87 -1.74 1.61
S 1.91 -0.40 0.56
C 0.81 -2.66 1.61
C 0.80 -3.79 2.57
S -0.51 -2.57 0.50
H 3.71 -1.06 2.47
H 3.56 -2.82 2.33
H 2.66 -1.96 3.58
H 1.74 -4.35 2.53
H -0.03 -4.47 2.39
H 0.71 -3.40 3.59
*
```

Energy above the lowest of the compared OMol25 structures with the same formula, charge and spin in kcal/mol: 0.0
Highest occupied orbital energy (spin up / spin down) in Ha: -0.45473 / -0.52565
LUMO level (spin up / spin down) in eV: -5.27 / -8.20
Largest force on an atom in eV Å⁻¹: 0.11


# 3
ORCA calculation (the ωB97M-V functional and the def2-TZVPD basis) on a molecular structure, C40H35BrFeN10O4S.

The geometry in ORCA input format:
```
! wB97M-V def2-TZVPD RIJCOSX def2/J DEFGRID3
* xyz 0 5
Fe -1.09 0.67 0.46
C -3.80 2.23 1.22
N -2.49 2.62 0.72
C -2.45 3.47 -0.45
C -2.01 2.73 -1.68
N -1.85 1.44 -1.71
C -1.45 1.14 -3.00
C -1.12 -0.09 -3.58
C -0.72 -0.08 -4.91
C -0.66 1.11 -5.65
C -1.00 2.33 -5.09
C -1.40 2.31 -3.76
N -1.76 3.32 -2.88
C -4.09 0.79 0.90
N -3.28 0.02 0.26
C -3.86 -1.23 0.23
C -3.40 -2.42 -0.32
C -4.21 -3.53 -0.21
C -5.45 -3.47 0.43
C -5.93 -2.29 0.98
C -5.11 -1.18 0.87
N -5.23 0.14 1.28
H -3.84 2.35 2.30
H -4.59 2.86 0.79
H -1.86 2.92 1.45
H -3.45 3.89 -0.65
H -1.78 4.32 -0.29
H -1.16 -1.00 -3.00
H -0.45 -1.01 -5.38
H -0.33 1.07 -6.68
H -0.94 3.24 -5.67
H -1.78 4.31 -3.08
H -2.43 -2.45 -0.82
H -3.88 -4.48 -0.63
H -6.06 -4.36 0.50
H -6.89 -2.25 1.47
H -5.99 0.53 1.81
Br 4.78 -1.06 -3.36
C 5.05 0.29 -2.04
C 4.51 0.12 -0.77
C 4.70 1.11 0.17
C 5.43 2.26 -0.14
C 5.99 2.39 -1.40
C 5.78 1.41 -2.37
N 5.77 3.23 0.84
N 4.96 3.65 1.69
C 3.59 3.32 1.66
C 3.00 3.15 2.90
C 1.72 2.63 3.06
C 0.94 2.29 1.95
O -0.23 1.76 2.04
C 1.49 2.58 0.65
N 0.69 2.28 -0.40
C 1.13 2.53 -1.61
C 2.33 3.21 -1.86
C 3.14 3.54 -0.81
C 2.78 3.13 0.50
H 3.95 -0.77 -0.53
H 4.28 1.00 1.17
H 6.57 3.27 -1.63
H 6.19 1.53 -3.36
H 3.62 3.35 3.76
H 1.31 2.47 4.05
H 0.52 2.18 -2.44
H 2.60 3.47 -2.87
H 4.04 4.12 -0.96
O 2.43 -7.42 -0.08
C 1.20 -6.92 0.19
O 0.34 -7.66 0.56
C 1.02 -5.45 0.01
C 1.86 -4.66 -0.78
C 1.65 -3.30 -0.89
C 0.61 -2.67 -0.19
S 0.46 -0.94 -0.32
C -0.24 -3.48 0.58
C -0.05 -4.84 0.66
H 3.04 -6.70 -0.31
H 2.66 -5.10 -1.36
H 2.29 -2.69 -1.52
H -1.06 -3.01 1.11
H -0.71 -5.47 1.25
C -0.82 -1.78 5.56
N -1.56 -1.04 4.56
C -1.12 -0.81 3.29
N 0.15 -1.19 3.02
O -1.88 -0.33 2.44
H -1.48 -2.00 6.39
H 0.02 -1.19 5.95
H -0.44 -2.72 5.17
H -2.53 -0.84 4.71
H 0.83 -1.26 3.76
H 0.50 -0.92 2.10
*
```

Energy above the lowest of the compared OMol25 structures with the same formula, charge and spin in kcal/mol: 9.6
Highest occupied orbital energy (spin up / spin down) in Ha: -0.26077 / -0.26152
LUMO level (spin up / spin down) in eV: 0.11 / 0.09
Largest force on an atom in eV Å⁻¹: 0.80


- Number 1 is which compound?
  C40H34O7S2


Copy entry 2 word for word.
ORCA calculation (the ωB97M-V functional and the def2-TZVPD basis) on a molecular structure, C40H34OOsP2S3.

The geometry in ORCA input format:
```
! wB97M-V def2-TZVPD RIJCOSX def2/J DEFGRID3
* xyz 2 5
Os -0.23 -0.48 -0.48
O 1.50 1.57 -2.44
S 0.22 1.46 -1.73
C 0.01 2.88 -0.68
C 0.63 4.06 -1.04
C 0.41 5.19 -0.27
C -0.44 5.13 0.83
C -1.03 3.94 1.20
C -0.79 2.78 0.46
P -1.46 1.17 0.96
C -3.25 1.37 0.90
C -3.78 1.96 -0.25
C -5.15 2.11 -0.38
C -6.00 1.67 0.62
C -5.47 1.09 1.77
C -4.10 0.94 1.92
C -0.88 0.81 2.63
C -1.31 -0.37 3.24
C -0.80 -0.75 4.47
C 0.18 0.02 5.08
C 0.64 1.18 4.47
C 0.11 1.57 3.25
C -1.14 1.60 -2.88
C -1.44 2.82 -3.48
C -2.47 2.88 -4.40
C -3.19 1.74 -4.72
C -2.88 0.52 -4.13
C -1.85 0.44 -3.20
P -1.33 -1.14 -2.46
C -2.80 -2.10 -2.12
C -3.94 -1.46 -1.61
C -5.04 -2.21 -1.23
C -5.00 -3.60 -1.33
C -3.87 -4.24 -1.82
C -2.77 -3.49 -2.21
C -0.32 -1.99 -3.67
C -0.91 -2.57 -4.80
C -0.11 -3.17 -5.76
C 1.27 -3.19 -5.59
C 1.86 -2.62 -4.47
C 1.07 -2.02 -3.51
H 1.29 4.08 -1.90
H 0.89 6.12 -0.53
H -0.62 6.02 1.41
H -1.67 3.89 2.07
H -3.12 2.32 -1.04
H -5.55 2.58 -1.27
H -7.07 1.79 0.52
H -6.13 0.76 2.56
H -3.71 0.51 2.83
H -2.05 -1.00 2.75
H -1.16 -1.65 4.95
H 0.58 -0.27 6.04
H 1.40 1.78 4.95
H 0.49 2.47 2.78
H -0.87 3.71 -3.23
H -2.71 3.82 -4.88
H -4.00 1.79 -5.44
H -3.45 -0.36 -4.38
H -3.97 -0.38 -1.53
H -5.92 -1.72 -0.84
H -5.86 -4.18 -1.03
H -3.85 -5.31 -1.91
H -1.88 -3.99 -2.60
H -1.98 -2.56 -4.93
H -0.56 -3.62 -6.63
H 1.89 -3.66 -6.34
H 2.93 -2.64 -4.35
H 1.53 -1.56 -2.64
C 3.02 -1.89 2.55
C 1.87 -1.74 1.61
S 1.91 -0.40 0.56
C 0.81 -2.66 1.61
C 0.80 -3.79 2.57
S -0.51 -2.57 0.50
H 3.71 -1.06 2.47
H 3.56 -2.82 2.33
H 2.66 -1.96 3.58
H 1.74 -4.35 2.53
H -0.03 -4.47 2.39
H 0.71 -3.40 3.59
*
```

Energy above the lowest of the compared OMol25 structures with the same formula, charge and spin in kcal/mol: 0.0
Highest occupied orbital energy (spin up / spin down) in Ha: -0.45473 / -0.52565
LUMO level (spin up / spin down) in eV: -5.27 / -8.20
Largest force on an atom in eV Å⁻¹: 0.11


- Number 2 is which compound?
  C40H34OOsP2S3


- Look up the largest force on an atom of the first one.
  5.35 eV Å⁻¹